[1]
{"formula": "C25H24N3", "method": "ωB97M-V/def2-TZVPD", "symbols": ["N", "C", "C", "C", "C", "C", "C", "H", "H", "H", "H", "H", "H", "H", "C", "N", "C", "C", "C", "C", "C", "N", "C", "C", "C", "C", "C", "C", "C", "C", "C", "C", "C", "C", "C", "H", "H", "H", "H", "H", "H", "H", "H", "H", "H", "H", "H", "H", "H", "H", "H", "H"], "positions_angstrom": [[2.53, -0.49, 2.85], [1.06, -0.24, 2.43], [0.53, 1.03, 2.18], [-0.86, 1.19, 1.94], [-1.69, 0.07, 1.79], [-1.13, -1.20, 1.86], [0.25, -1.36, 2.14], [2.66, -1.46, 2.50], [3.06, 0.11, 2.18], [1.14, 1.94, 2.17], [-1.33, 2.17, 1.89], [-2.78, 0.17, 1.74], [-1.77, -2.09, 1.74], [0.66, -2.36, 2.14], [-0.19, -0.25, 7.50], [1.00, -0.73, 6.83], [1.43, -0.29, 5.62], [2.66, -0.82, 5.33], [3.45, -0.31, 4.18], [4.88, -0.89, 4.12], [5.82, -0.78, 5.14], [7.03, -1.31, 4.75], [8.24, -1.38, 5.57], [6.90, -1.83, 3.47], [5.54, -1.61, 3.05], [5.14, -2.23, 1.84], [6.10, -2.91, 1.07], [7.45, -3.04, 1.48], [7.86, -2.51, 2.72], [2.97, -1.79, 6.37], [1.92, -1.63, 7.33], [1.95, -2.13, 8.63], [3.06, -2.92, 8.99], [4.09, -3.17, 8.05], [4.02, -2.64, 6.74], [-0.24, -0.73, 8.48], [-0.12, 0.85, 7.62], [-1.09, -0.50, 6.91], [0.88, 0.46, 5.05], [3.58, 0.83, 4.33], [5.69, -0.38, 6.13], [9.03, -1.84, 4.95], [8.53, -0.35, 5.87], [8.05, -2.00, 6.47], [4.08, -2.21, 1.52], [5.84, -3.36, 0.11], [8.20, -3.55, 0.87], [8.88, -2.58, 3.11], [1.17, -1.88, 9.36], [3.14, -3.31, 10.02], [4.93, -3.81, 8.37], [4.78, -2.94, 6.04]], "nbo_charge": [-0.561, 0.126, -0.247, -0.171, -0.187, -0.180, -0.230, 0.438, 0.433, 0.239, 0.241, 0.240, 0.243, 0.231, -0.403, -0.328, 0.022, -0.208, 0.008, -0.187, 0.028, -0.340, -0.403, 0.131, -0.031, -0.238, -0.221, -0.203, -0.219, -0.026, 0.128, -0.233, -0.198, -0.229, -0.220, 0.225, 0.213, 0.214, 0.218, 0.237, 0.234, 0.224, 0.219, 0.218, 0.176, 0.227, 0.232, 0.223, 0.222, 0.228, 0.227, 0.221], "smiles": "Cn1cc(C([NH2+]c2ccccc2)c2cn(C)c3ccccc23)c2ccccc21", "gap_ha": 0.293, "charge": 1, "energy_ev": -30777.4889, "e_homo_ev": -10.567, "lumo_energy_ev": -2.58}

[2]
{"formula": "C25H24N4O5Os", "method": "ωB97M-V/def2-TZVPD", "symbols": ["Os", "C", "O", "C", "C", "C", "C", "C", "C", "N", "N", "C", "C", "O", "C", "C", "C", "C", "C", "C", "C", "C", "H", "H", "H", "H", "H", "H", "H", "H", "H", "H", "H", "H", "H", "O", "C", "C", "C", "C", "C", "C", "C", "C", "N", "H", "H", "H", "H", "H", "H", "H", "H", "H", "H", "H", "O", "N", "O"], "positions_angstrom": [[-13.50, -8.96, -5.88], [-10.15, -7.92, -4.24], [-12.81, -7.79, -4.87], [-11.23, -10.66, -4.81], [-10.12, -11.70, -4.82], [-10.21, -12.87, -4.16], [-11.42, -13.20, -3.62], [-12.58, -12.41, -3.72], [-12.60, -11.16, -4.43], [-13.76, -10.44, -4.54], [-14.82, -11.18, -4.25], [-16.03, -10.68, -4.23], [-16.28, -9.25, -4.59], [-15.43, -8.36, -4.97], [-17.67, -8.82, -4.60], [-18.71, -9.63, -4.28], [-18.46, -11.01, -3.97], [-19.55, -11.77, -3.58], [-19.38, -12.81, -2.67], [-18.09, -13.26, -2.43], [-17.00, -12.73, -3.15], [-17.12, -11.49, -3.81], [-10.94, -8.46, -3.69], [-10.58, -6.91, -4.36], [-9.11, -7.88, -3.80], [-9.22, -11.61, -5.36], [-9.32, -13.53, -4.04], [-11.51, -14.19, -3.12], [-13.50, -12.72, -3.22], [-17.84, -7.82, -4.97], [-19.80, -9.22, -4.23], [-20.53, -11.51, -3.94], [-20.24, -13.13, -2.12], [-17.96, -14.17, -1.77], [-16.00, -13.19, -3.15], [-11.50, -4.62, -7.48], [-11.28, -5.20, -6.15], [-9.75, -5.35, -5.84], [-8.91, -6.58, -6.28], [-9.54, -7.87, -6.58], [-9.57, -8.33, -7.92], [-10.28, -9.47, -8.27], [-11.00, -10.04, -7.24], [-11.02, -9.60, -5.89], [-10.07, -8.60, -5.56], [-10.83, -3.94, -7.60], [-11.98, -6.07, -5.98], [-11.68, -4.40, -5.46], [-9.62, -5.29, -4.73], [-9.22, -4.41, -6.21], [-8.12, -6.61, -5.49], [-8.41, -6.32, -7.22], [-9.07, -7.72, -8.67], [-10.40, -9.86, -9.26], [-11.64, -10.89, -7.45], [-11.03, -10.22, -3.79], [-13.97, -9.82, -9.67], [-14.10, -8.89, -8.95], [-14.34, -9.49, -7.42]], "mulliken_spin": [1.288, -0.006, 0.280, -0.070, 0.390, -0.061, 0.333, 0.090, 0.322, 0.218, -0.006, 0.078, 0.105, 0.185, 0.033, -0.013, 0.062, -0.007, 0.138, -0.066, 0.135, 0.039, -0.013, 0.009, 0.003, 0.020, 0.001, 0.011, 0.016, -0.001, 0.000, 0.002, 0.005, 0.000, 0.008, 0.000, 0.006, 0.003, 0.011, 0.040, 0.085, 0.029, -0.052, 0.007, 0.084, 0.000, 0.013, 0.001, 0.000, 0.000, 0.004, -0.003, 0.003, 0.004, 0.026, 0.128, 0.044, 0.049, -0.009], "gap_ha": [0.173, 0.172], "charge": 2, "energy_ev": -44952.1984, "spin_multiplicity": 5, "e_homo_ev": [-12.393, -14.198], "lumo_energy_ev": [-7.68, -9.51]}

[3]
{"formula": "C25H24NO7", "method": "ωB97M-V/def2-TZVPD", "symbols": ["C", "C", "O", "C", "C", "C", "C", "C", "C", "C", "N", "C", "C", "O", "H", "H", "H", "H", "H", "H", "H", "H", "H", "H", "C", "O", "C", "C", "C", "C", "C", "C", "C", "O", "O", "C", "C", "C", "O", "C", "O", "C", "C", "H", "H", "H", "H", "H", "H", "H", "H", "H", "H", "H", "H", "H", "H"], "positions_angstrom": [[3.81, 3.48, 0.25], [3.51, 2.26, 1.06], [2.88, 1.35, 0.12], [2.61, 0.17, 0.70], [2.01, -0.77, -0.29], [2.09, -2.20, 0.03], [2.43, -2.68, 1.31], [2.54, -4.05, 1.56], [2.24, -4.97, 0.55], [2.35, -6.38, 0.81], [2.47, -7.52, 1.03], [1.87, -4.51, -0.72], [1.81, -3.14, -0.98], [2.80, 0.01, 1.90], [4.11, 4.30, 0.90], [4.63, 3.27, -0.45], [2.93, 3.79, -0.34], [4.43, 1.79, 1.44], [2.81, 2.46, 1.88], [2.40, -0.56, -1.29], [2.62, -1.97, 2.11], [2.87, -4.40, 2.54], [1.65, -5.24, -1.51], [1.53, -2.79, -1.98], [-5.83, -2.81, 1.13], [-4.78, -3.18, 0.22], [-3.68, -2.39, 0.12], [-2.66, -2.81, -0.77], [-1.56, -2.02, -0.96], [-1.43, -0.76, -0.32], [-0.31, 0.11, -0.59], [-0.48, 1.37, -1.00], [0.63, 2.20, -1.58], [1.55, 1.73, -2.21], [0.51, 3.55, -1.46], [-0.72, 4.06, -0.90], [-0.73, 3.97, 0.61], [-0.87, 5.51, -1.37], [-1.83, 3.35, -1.48], [-1.80, 1.97, -1.41], [-2.77, 1.35, -1.77], [-2.45, -0.37, 0.57], [-3.54, -1.17, 0.82], [-6.57, -3.59, 1.01], [-5.46, -2.79, 2.17], [-6.25, -1.83, 0.88], [-2.79, -3.76, -1.28], [-0.78, -2.32, -1.68], [0.77, -0.33, -0.45], [-0.62, 2.94, 0.97], [0.10, 4.58, 1.01], [-1.67, 4.39, 0.99], [-0.89, 5.54, -2.46], [-1.81, 5.92, -0.99], [-0.04, 6.11, -1.01], [-2.36, 0.60, 1.06], [-4.30, -0.84, 1.53]], "nbo_charge": [-0.627, -0.071, -0.527, 0.779, -0.648, 0.032, -0.202, -0.167, -0.276, 0.316, -0.404, -0.158, -0.253, -0.698, 0.193, 0.206, 0.224, 0.184, 0.180, 0.238, 0.249, 0.209, 0.210, 0.204, -0.254, -0.503, 0.302, -0.255, -0.169, -0.123, -0.008, -0.394, 0.794, -0.554, -0.535, 0.531, -0.669, -0.624, -0.536, 0.782, -0.569, -0.092, -0.339, 0.194, 0.178, 0.179, 0.218, 0.219, 0.285, 0.242, 0.223, 0.218, 0.230, 0.217, 0.217, 0.193, 0.208], "gap_ha": 0.216, "charge": -1, "energy_ev": -42136.7328, "e_homo_ev": -3.323, "lumo_energy_ev": 2.56}

[4]
{"formula": "C25H25AgN3O6PS", "method": "ωB97M-V/def2-TZVPD", "symbols": ["Ag", "N", "C", "C", "O", "N", "C", "C", "O", "O", "H", "H", "H", "H", "H", "H", "O", "S", "O", "O", "C", "C", "C", "C", "C", "C", "P", "C", "C", "C", "C", "C", "C", "C", "C", "C", "C", "C", "C", "H", "H", "H", "H", "H", "H", "H", "H", "H", "H", "H", "H", "H", "H", "C", "C", "C", "N", "H", "H", "H", "H", "H"], "positions_angstrom": [[-1.68, 0.03, -0.60], [-0.46, 0.34, -3.81], [-1.77, 0.84, -4.34], [-2.62, 1.63, -3.29], [-3.57, 2.28, -3.80], [-2.26, 1.62, -2.02], [-2.91, 2.63, -1.24], [-3.15, 2.50, 0.25], [-3.05, 3.52, 0.93], [-3.40, 1.31, 0.67], [-0.13, 1.02, -3.09], [-0.54, -0.53, -3.29], [-2.37, 0.03, -4.67], [-1.64, 1.57, -5.16], [-3.91, 2.80, -1.69], [-2.41, 3.56, -1.42], [-0.70, -4.58, -1.15], [-0.92, -3.25, -0.59], [-2.32, -2.92, -0.41], [-0.17, -2.23, -1.32], [-0.13, -3.34, 1.09], [0.30, -4.63, 1.37], [1.13, -4.90, 2.47], [1.28, -3.92, 3.46], [0.79, -2.61, 3.14], [0.13, -2.23, 1.93], [-0.34, -0.48, 1.45], [-1.17, 0.36, 2.83], [-1.42, 1.75, 2.69], [-2.15, 2.40, 3.69], [-2.65, 1.73, 4.79], [-2.51, 0.35, 4.86], [-1.74, -0.33, 3.88], [1.34, 0.41, 1.56], [1.82, 1.15, 2.66], [2.90, 1.96, 2.48], [3.51, 2.05, 1.24], [3.10, 1.26, 0.19], [2.03, 0.42, 0.35], [0.21, -5.36, 0.60], [1.40, -5.90, 2.60], [1.80, -4.11, 4.38], [0.94, -1.86, 3.92], [-1.20, 2.40, 1.86], [-2.32, 3.43, 3.50], [-3.26, 2.26, 5.51], [-2.90, -0.29, 5.66], [-1.47, -1.37, 3.98], [1.27, 1.30, 3.61], [3.13, 2.68, 3.27], [4.29, 2.85, 1.14], [3.69, 1.24, -0.72], [1.58, -0.04, -0.54], [2.63, -1.08, -5.20], [2.69, 0.47, -4.87], [4.02, 1.08, -4.73], [5.14, 1.40, -4.71], [1.71, -1.24, -5.74], [2.59, -1.76, -4.28], [3.53, -1.33, -5.74], [2.10, 0.60, -3.96], [2.18, 1.05, -5.64]], "nbo_charge": [0.811, -0.893, -0.293, 0.607, -0.773, -0.780, -0.364, 0.760, -0.772, -0.845, 0.365, 0.380, 0.194, 0.185, 0.217, 0.177, -1.025, 2.396, -0.999, -1.040, -0.252, -0.213, -0.205, -0.243, -0.182, -0.336, 0.826, -0.363, -0.146, -0.196, -0.218, -0.231, -0.209, -0.275, -0.214, -0.226, -0.242, -0.151, -0.235, 0.254, 0.194, 0.203, 0.205, 0.256, 0.229, 0.195, 0.195, 0.208, 0.228, 0.199, 0.200, 0.201, 0.244, -0.592, -0.525, 0.314, -0.394, 0.232, 0.231, 0.198, 0.282, 0.247], "gap_ha": 0.242, "charge": -2, "energy_ev": -67210.5372, "e_homo_ev": -2.221, "lumo_energy_ev": 4.38}